# 1
Molecular formula: C4HClO3
Method: DFT, the ωB97M-V functional and the def2-TZVPD basis

```
! wB97M-V def2-TZVPD RIJCOSX def2/J DEFGRID3
* xyz 0 1
O 1.782 0.846 -2.824
Cl 0.447 -2.629 1.337
O 2.640 -1.850 -2.256
C 1.399 0.199 -1.893
H -0.697 0.188 0.662
C 1.844 -1.231 -1.681
C 0.158 -0.165 0.081
C 0.748 -1.293 0.388
O 0.738 0.679 -0.877
*
```

As for the highest occupied orbital energy (spin up / spin down): -0.3312 / -0.3311 hartree. The calculation puts the LUMO energy (spin up / spin down) at -1.17 / -1.17 eV. The orbital gap (spin up / spin down) is 7.847 / 7.845 eV. The value obtained for the total energy is -838.7904 Eh. For the energy above the lowest of the compared OMol25 structures with the same formula, charge and spin, the calculation gives 96.9 kcal/mol.

These are the Mulliken partial charges, in e, on atoms 1 to 2: -0.47 -0.12

***

# 2
Molecular formula: C4HF5NO5
Method: DFT, the ωB97M-V functional and the def2-TZVPD basis

```
! wB97M-V def2-TZVPD RIJCOSX def2/J DEFGRID3
* xyz -1 1
C -0.101 -0.957 -0.874
O 1.713 1.794 -0.671
N -0.173 -2.118 -0.112
C -1.285 1.267 -0.014
F -1.224 1.664 -1.341
O 2.275 0.505 0.960
F -2.347 0.515 0.102
F 1.056 -0.910 -1.577
F -1.065 -0.853 -1.769
O -1.238 -2.757 -0.147
C 1.430 1.035 0.194
O 0.726 -2.328 0.722
O -0.092 0.040 1.698
F -1.443 2.422 0.644
H 1.777 0.118 1.695
C -0.008 0.562 0.490
*
```

As for the highest occupied orbital energy: -0.1948 hartree. The calculation puts the LUMO energy at 3.18 eV. The orbital gap is 8.475 eV. The value obtained for the total energy is -1083.2844 Eh.

These are the Mulliken partial charges, in e, on atoms 1 to 2: 0.39 -0.64